[1]
{"formula": "C34H43AlN7O2S", "method": "ωB97M-V/def2-TZVPD", "e_homo_ha": -0.4150, "e_above_lowest_ev": 0.000, "total_charge": 1, "e_tot_ha": -2495.8267, "orbital_gap_ha": 0.2951, "symbols": ["H", "C", "C", "C", "H", "H", "H", "H", "C", "H", "H", "H", "H", "C", "H", "H", "C", "C", "C", "H", "H", "H", "C", "C", "H", "H", "C", "C", "C", "N", "C", "H", "H", "H", "H", "H", "C", "N", "H", "H", "C", "H", "C", "N", "H", "H", "N", "H", "H", "C", "C", "C", "H", "C", "H", "C", "H", "H", "H", "C", "C", "C", "H", "H", "H", "C", "C", "S", "C", "N", "O", "H", "H", "Al", "H", "H", "C", "O", "H", "C", "H", "C", "C", "C", "H", "C", "N", "N"], "xyz": [[-2.847809, 3.675741, -3.090701], [2.152977, -0.272948, -1.212853], [2.095852, -0.757562, 1.073793], [0.278696, 1.756434, 4.431495], [1.079808, 2.493174, 4.342826], [0.961435, -3.720659, -4.402421], [-3.706704, 0.129817, -5.851427], [0.166994, 4.043066, -3.132795], [-3.186463, -1.663654, 3.760255], [4.061508, -0.010451, -2.131951], [-0.286246, -2.640155, -2.584675], [-1.013270, -3.269908, 1.756089], [-1.942748, 1.489297, -0.562444], [-4.486532, 2.167870, 1.192910], [-5.524417, 2.350830, 1.458364], [1.082955, -1.958513, -4.578834], [-3.380070, -1.110501, 0.018705], [-1.064500, -0.156902, -3.056454], [1.093523, -0.972269, 2.186144], [-1.955532, 4.112647, -1.643960], [-4.198047, 2.854268, 0.394572], [-0.396244, 2.085819, 5.225567], [-2.379436, -1.171491, -4.785458], [-0.228369, 3.152435, -3.626440], [-0.775372, 3.474497, -4.515169], [-0.540769, 2.099144, -1.820845], [-1.105863, 2.997055, 2.749702], [-2.044180, -1.888394, 2.994942], [-2.967048, 0.050829, -5.065510], [-0.089505, -0.269915, -2.002057], [3.471974, -0.736448, 1.158606], [0.116308, -3.187750, 3.966750], [-2.097659, -3.948370, -4.668494], [-2.836026, 1.617089, 4.451418], [-5.194626, -2.125995, 0.193967], [-3.856623, 2.353010, 2.063493], [-0.488230, 1.638626, 3.107332], [1.495687, -0.526576, -0.087430], [-3.511618, -3.839384, 1.692623], [-1.455214, 3.066249, 1.712886], [-2.632631, 0.654606, 3.996749], [-3.020624, 2.132784, -4.606289], [-1.238085, -0.787965, 2.667623], [-3.167628, 0.196662, 0.307423], [-0.014644, -2.878949, -5.609122], [-3.328818, -4.485227, 3.328200], [-5.281735, -0.135036, 0.736852], [-1.670132, 1.214966, 1.073561], [0.605517, 2.530085, -3.950357], [-1.422142, -1.301280, -3.786503], [-3.495986, -0.401663, 4.237662], [-2.793915, -4.252689, 2.404853], [-2.530407, -3.745564, -2.973878], [-2.587653, 1.172494, -4.353414], [-0.378735, -4.841039, 3.560747], [-0.737030, -2.640436, -3.580600], [-2.430030, -5.197911, 2.000182], [-1.314766, -3.894971, 4.722660], [-1.151189, -4.754472, -3.432466], [0.398504, -2.805869, -4.599978], [-1.153603, 2.373625, -2.686161], [-1.623506, -3.305706, 2.656113], [0.709403, 0.799904, 4.718632], [-3.831356, -2.497135, 4.010294], [3.956348, -0.922948, 2.106901], [-0.740910, -3.837612, 3.794397], [1.209851, -0.070661, -2.377733], [-2.233793, -2.198124, -0.573577], [-2.315291, 3.265568, -2.232285], [-4.668262, -1.272601, 0.282632], [1.456563, -1.101843, 3.337755], [5.266608, -0.437477, 0.024779], [0.236738, 1.389295, 2.325912], [-0.444359, -0.691744, -0.187449], [-1.945467, 3.250239, 3.397436], [-4.385199, -0.251294, 4.836239], [4.184743, -0.464049, -0.007754], [1.635504, 0.235200, -3.472415], [-3.075451, 2.722071, -1.655669], [-1.629499, 1.090879, -3.345869], [-2.662406, -2.038573, -5.368214], [-1.689271, -3.833293, -3.663289], [-1.489828, 0.486302, 3.218817], [-4.352803, 0.760361, 0.756954], [-0.362261, 3.785711, 2.870507], [3.531403, -0.223604, -1.214464], [-0.181419, -0.927365, 1.703473], [-1.906344, 0.786196, 0.176416]], "atomic_forces_ev_per_a": [[0.03, 0.02, 0.00], [-0.08, -0.02, 0.08], [-0.04, -0.02, -0.05], [-0.03, 0.05, 0.02], [-0.02, -0.03, 0.00], [-0.02, 0.02, 0.00], [0.01, 0.00, 0.00], [-0.02, -0.02, 0.00], [0.00, -0.03, -0.02], [-0.01, 0.00, 0.01], [0.03, 0.00, 0.03], [0.04, 0.00, -0.07], [0.04, 0.05, -0.05], [-0.02, -0.01, -0.05], [0.01, 0.00, 0.00], [0.00, -0.01, 0.00], [0.10, 0.03, 0.00], [0.03, -0.02, 0.05], [0.05, 0.02, 0.04], [-0.01, -0.04, 0.01], [-0.01, 0.00, 0.03], [0.02, -0.01, -0.02], [-0.02, -0.02, 0.01], [0.04, 0.02, -0.06], [-0.01, -0.02, 0.02], [-0.01, 0.03, 0.07], [0.00, 0.02, -0.03], [-0.04, 0.01, 0.02], [-0.01, 0.00, 0.02], [0.10, 0.10, -0.08], [0.01, 0.01, 0.03], [0.01, 0.01, 0.01], [0.04, -0.01, 0.01], [0.00, 0.00, -0.01], [-0.03, -0.03, -0.01], [0.00, 0.00, 0.01], [-0.03, -0.06, -0.01], [-0.01, -0.21, -0.12], [0.01, 0.00, -0.01], [-0.04, -0.01, 0.03], [-0.01, -0.01, 0.02], [0.00, -0.02, 0.01], [0.01, 0.02, -0.02], [0.06, 0.08, 0.00], [0.01, 0.02, 0.03], [0.01, 0.01, -0.03], [0.05, -0.06, -0.01], [0.01, 0.06, 0.05], [-0.02, 0.01, 0.01], [-0.03, -0.04, -0.02], [0.01, 0.04, 0.01], [-0.03, -0.02, 0.01], [0.03, 0.03, -0.01], [-0.02, -0.01, -0.01], [-0.02, 0.02, -0.01], [0.01, 0.01, -0.04], [0.01, 0.01, 0.01], [0.01, 0.01, -0.02], [0.00, 0.02, 0.01], [0.01, 0.00, 0.00], [-0.02, -0.03, -0.01], [-0.01, 0.03, 0.07], [0.01, -0.01, -0.01], [0.02, 0.03, 0.00], [-0.01, 0.00, -0.02], [-0.01, -0.03, 0.01], [0.03, 0.06, -0.04], [-0.01, -0.02, 0.05], [-0.03, 0.01, 0.01], [-0.11, -0.03, 0.02], [-0.05, 0.01, -0.07], [-0.02, 0.00, 0.00], [0.02, 0.02, 0.03], [0.01, -0.01, 0.08], [0.01, -0.01, 0.03], [0.01, 0.00, 0.00], [0.06, 0.01, 0.01], [-0.03, -0.03, 0.04], [0.05, 0.01, 0.01], [0.01, 0.06, -0.05], [0.00, 0.02, 0.01], [-0.05, -0.04, -0.04], [0.04, 0.00, -0.04], [0.02, 0.04, 0.02], [0.01, -0.03, -0.02], [0.00, 0.00, -0.02], [-0.02, 0.10, 0.11], [-0.17, -0.12, -0.08]]}


[2]
{"formula": "C23H59F3N3O17S", "method": "ωB97M-V/def2-TZVPD", "e_homo_ha": -0.2522, "total_charge": -1, "e_tot_ha": -3052.8603, "orbital_gap_ha": 0.3267, "symbols": ["H", "H", "H", "H", "H", "F", "C", "H", "H", "O", "O", "H", "N", "H", "H", "O", "O", "C", "O", "H", "C", "H", "H", "O", "O", "H", "C", "C", "H", "H", "C", "H", "H", "H", "C", "C", "H", "F", "H", "H", "C", "H", "H", "H", "O", "O", "H", "H", "H", "N", "O", "H", "H", "C", "H", "H", "C", "H", "O", "O", "C", "C", "H", "C", "C", "C", "H", "H", "C", "C", "N", "H", "H", "H", "C", "O", "H", "H", "O", "H", "O", "H", "C", "H", "C", "H", "H", "H", "H", "H", "H", "C", "S", "H", "H", "H", "F", "O", "H", "H", "C", "H", "H", "H", "O", "H"], "xyz": [[-4.033034, 6.289728, -1.439626], [4.580857, -4.673468, 3.823316], [-2.453853, -4.539933, 0.527510], [-4.416277, 4.652084, -2.749111], [-6.726760, 1.590388, -1.454265], [1.076364, 1.200263, -1.663400], [-4.501398, 6.484064, -0.478192], [-2.729212, 0.911656, 1.039637], [-4.096086, 1.541528, 1.783258], [0.574464, -1.000278, 1.415614], [4.363868, -2.848061, 2.749010], [-3.829436, 7.179773, 0.031480], [-5.881363, 4.403863, -0.212254], [-0.583854, -2.534700, 1.040459], [-5.438997, 7.044639, -0.543025], [2.184083, -4.789366, -1.012048], [3.587154, 1.842909, 3.050268], [2.192432, -1.446416, -4.524609], [5.167046, 0.445123, -0.264314], [4.473166, -0.756235, -3.316863], [-3.267996, 3.290641, -0.723622], [3.685760, -0.896902, -6.043952], [4.295195, 0.237638, 0.113626], [1.490065, 3.577786, 4.761445], [-1.497096, -2.857607, 1.150481], [-0.689992, -4.508169, 0.221812], [2.637307, 1.521145, 4.073312], [6.093308, -0.595836, -0.090666], [-1.102013, -0.264255, 2.315637], [-6.159119, 5.074115, -2.895956], [-5.162731, 5.590528, 1.751266], [-2.948089, 3.807202, -1.628042], [-7.599631, 2.571519, -0.540166], [3.605650, -4.536915, -2.405370], [-3.512633, 4.280410, 0.407775], [3.173754, -3.472308, 2.339839], [2.252008, -3.210907, 2.864265], [0.060439, 1.782972, 0.144649], [-2.532172, 2.553813, -0.405103], [-7.648372, 2.910481, -2.274648], [3.635648, -1.334120, -5.048632], [-4.306247, 5.839927, 2.383461], [-1.140003, -0.175896, 4.009731], [1.695954, -2.150126, -2.693664], [2.002148, -1.454957, -0.505449], [4.499461, -0.555929, -4.255808], [-7.063656, 5.805076, -0.761860], [-2.668504, 4.980687, 0.326358], [5.578335, -1.712039, -1.927539], [-1.600651, 0.031424, 3.145327], [2.236266, -2.385156, -3.454273], [1.611874, -1.863528, -5.347177], [5.544942, -5.700452, -2.441503], [-4.761583, 5.200932, 0.316923], [-4.864131, 1.956644, -0.170651], [4.009246, -2.362767, -5.091353], [-1.968291, -3.425572, -1.217882], [-6.025277, 6.251783, 1.814529], [3.958318, -5.408400, 3.701737], [-7.128834, 5.049576, -0.150455], [3.170213, -5.389208, -1.874995], [4.266937, -6.093634, -1.050089], [0.535583, 1.846851, 4.480117], [1.364584, 2.372226, 3.998014], [-5.715519, 3.544588, -1.401835], [3.197758, -5.010281, 2.555778], [-3.456065, 3.943956, 1.441556], [1.290954, 3.418101, 5.682506], [-6.990235, 2.656070, -1.444374], [-2.549482, 0.977864, 3.091020], [-3.202938, 1.111502, 1.904139], [1.921620, -0.468382, -4.128347], [1.173298, 2.581927, 2.948300], [4.522063, -5.498049, -0.166679], [-1.615791, -3.928683, 0.193308], [4.969046, -2.703781, -0.258540], [2.957791, -3.380190, 1.273091], [3.262941, 1.372927, 2.262660], [5.363741, -6.444143, -1.856913], [1.891511, -4.008229, -1.494112], [2.526084, 0.395516, 0.952735], [3.801577, -6.981393, -0.613092], [0.409496, 0.760454, -0.614115], [-5.518791, 4.729250, 2.335017], [-5.434134, 4.284762, -2.699123], [-5.549866, 3.524077, -3.479167], [2.670624, -6.122437, -2.506234], [-0.722546, -2.125141, -1.981455], [7.068484, -0.101379, -0.184734], [-2.607300, -2.579200, -0.934853], [4.423895, -3.031265, -0.978923], [-4.576411, 2.577987, -1.016853], [1.466979, -0.444794, 0.394856], [2.395304, 0.476824, 3.820898], [-4.393413, 1.912612, -1.870706], [2.189747, -5.423884, 2.617165], [-0.698812, 0.136482, -1.027188], [-2.854871, 1.675942, 4.072538], [3.080835, 1.540343, 5.069242], [-2.592120, -4.164486, -1.721487], [5.934036, -1.853430, -0.906028], [6.197146, -0.881536, 0.969186], [3.671009, -5.516343, 1.702358], [4.834295, -2.711558, 1.911312], [-0.911599, -3.058462, -2.066261], [6.904557, -2.360382, -0.970970]], "atomic_forces_ev_per_a": [[-0.32, 0.06, -0.23], [-0.04, -0.18, 0.08], [0.02, -0.13, 0.05], [-0.02, 0.23, -0.02], [0.33, 0.14, -1.02], [0.11, 0.15, -0.44], [0.13, 0.26, 0.22], [-0.01, -0.42, 0.11], [0.04, 0.48, 0.67], [0.06, 0.74, -0.92], [-0.15, 0.02, -0.39], [0.07, -0.29, 0.28], [0.45, -0.77, 0.48], [-0.39, 0.32, 0.42], [0.03, -0.02, -0.49], [0.46, -0.31, -0.14], [-0.02, 0.50, 0.58], [1.54, -0.11, 0.33], [-0.39, -0.27, -0.34], [-0.41, -0.27, 0.03], [-1.25, -0.21, 0.84], [-0.19, 0.03, -0.05], [0.17, -0.11, 0.05], [0.31, 0.81, -0.88], [0.48, -0.50, -0.93], [-0.09, -0.25, -0.25], [-0.24, -0.90, -1.52], [0.78, 0.88, 0.96], [-0.20, -0.28, 0.11], [0.05, 0.10, 0.06], [-0.16, -1.08, 0.89], [0.35, -0.04, 0.11], [0.20, 1.19, 0.14], [0.22, -0.43, -0.69], [0.90, 1.92, -0.18], [-1.46, -2.18, -0.20], [0.52, 1.16, 0.38], [-0.25, 0.37, 0.18], [0.29, 0.20, -0.23], [-0.03, -0.15, -0.02], [-0.24, -0.47, 0.60], [0.03, 0.91, -0.44], [0.01, 0.45, 0.17], [-0.05, 0.48, -0.07], [-0.83, 0.51, -0.64], [0.29, 0.65, -0.16], [-0.23, -0.07, 0.08], [-0.02, 0.04, 0.36], [0.24, 0.51, -0.04], [0.75, -0.62, -0.72], [0.24, -0.53, 0.13], [-0.56, 0.39, 0.09], [0.08, -0.02, 0.08], [-0.49, -0.29, 0.45], [-0.27, 0.10, 0.02], [0.02, -0.11, -0.24], [-0.70, 0.17, 1.37], [0.45, 0.58, -0.15], [-0.33, 0.62, 0.09], [0.42, 0.55, -0.56], [-0.01, 0.46, 1.19], [-1.40, 0.33, 0.41], [-0.14, -0.42, -0.61], [0.51, -0.39, 1.63], [-0.63, -0.49, 2.05], [1.23, -0.52, -0.41], [-0.05, -0.89, -0.28], [-0.09, -0.31, 0.05], [-0.21, -0.75, -0.09], [-0.76, 1.54, 2.06], [0.27, -0.35, -1.54], [-0.57, 0.08, -0.42], [-0.24, 0.32, 0.10], [0.32, 0.34, -0.38], [0.25, 0.36, 0.16], [0.38, 0.06, -0.33], [0.15, 0.53, 0.01], [0.24, 0.25, 0.22], [0.10, -0.19, -0.09], [-0.35, 0.01, 0.30], [-0.75, 0.02, -0.62], [0.35, -0.32, -0.28], [0.93, -1.11, 0.94], [-0.06, -0.36, -0.66], [-0.38, -1.03, -0.38], [0.06, 0.28, -0.24], [0.23, 0.15, -0.49], [-0.05, 0.26, 0.24], [0.02, -0.30, -0.87], [-0.10, 0.16, -0.62], [-0.45, -0.18, 0.42], [0.67, 0.02, -1.14], [1.09, -0.86, 1.24], [-0.48, 0.01, 0.66], [-0.28, -0.12, 0.07], [-0.06, 0.20, 0.21], [-0.38, -0.09, -0.27], [-0.08, -0.90, -0.69], [0.19, 0.25, -0.11], [0.17, -0.09, -0.18], [-0.12, -0.20, 0.24], [-0.61, -0.33, 0.01], [-0.12, 0.21, -0.08], [0.12, 0.14, 0.22], [0.41, -0.24, -0.22], [-0.05, -0.05, 0.11]]}